1.
DFT (ωB97M-V with the def2-TZVPD basis set) results for a molecular structure, C14H15AuN5O4 at a distorted geometry.

Structure (ORCA input):
```
! RIJCOSX wB97M-V def2-TZVPD def2/J DEFGRID3
* xyz -1 1
Au 1.965 -1.411 1.008
N 0.046 -1.623 2.976
N -0.134 -3.016 2.832
C 1.032 -3.814 2.664
O 1.083 -4.958 3.156
O 1.933 -3.297 1.952
H 0.040 -1.272 3.906
H -0.574 -1.118 2.403
H -0.661 -3.457 3.586
C -0.071 -3.021 -1.600
C -0.931 -2.048 -0.890
C -1.312 -0.821 -1.282
C -1.892 -0.221 -0.129
N -1.842 -1.051 0.927
N -1.310 -2.204 0.391
C -2.465 1.151 -0.113
H 0.763 -2.505 -2.020
H -0.661 -3.390 -2.438
H 0.238 -3.845 -1.000
H -1.118 -0.334 -2.223
H -0.856 -2.820 1.073
H -2.122 1.659 0.815
H -3.572 1.070 -0.160
H -2.126 1.670 -1.053
O 1.174 1.711 2.091
C 1.475 1.620 0.910
N 1.900 0.463 0.239
C 1.874 0.651 -1.102
O 2.189 -0.166 -1.900
C 1.407 2.040 -1.419
C 1.065 2.742 -2.562
C 0.370 3.970 -2.476
C 0.104 4.537 -1.198
C 0.465 3.852 -0.048
C 1.094 2.598 -0.184
H 1.471 2.394 -3.502
H 0.187 4.551 -3.341
H -0.420 5.453 -1.227
H 0.190 4.258 0.939
*
```

ΔE to the lowest compared entry with this formula, charge and spin = 0.0000 eV
HOMO-LUMO gap = 7.846 eV
LUMO energy = 0.100 Eh

2.
DFT (ωB97M-V with the def2-TZVPD basis set) results for 2 unconnected molecules or ions with the total composition C2H5NO4S at a distorted geometry.

Structure (ORCA input):
```
! RIJCOSX wB97M-V def2-TZVPD def2/J DEFGRID3
* xyz 0 1
C 1.928 -1.599 -0.496
C -1.092 0.358 -0.393
N -0.314 1.219 0.082
O 2.082 1.166 -1.036
O 1.626 -2.739 0.037
O 2.767 -0.911 0.288
O 3.337 1.359 1.092
S 3.328 0.683 -0.171
H -2.098 0.135 -0.026
H -0.737 -0.232 -1.230
H 2.060 -2.914 0.901
H 1.193 1.276 -0.593
H -0.652 1.760 0.877
*
```

ΔE to the lowest compared entry with this formula, charge and spin = 2.2450 eV
HOMO-LUMO gap = 9.916 eV
LUMO energy = 0.026 Eh

3.
DFT (ωB97M-V with the def2-TZVPD basis set) results for a molecular structure, C6H12O at a distorted geometry.

Structure (ORCA input):
```
! RIJCOSX wB97M-V def2-TZVPD def2/J DEFGRID3
* xyz 0 1
C -0.045 -0.911 1.250
C -1.535 -1.149 1.081
O -1.550 0.603 -0.440
C -0.579 1.275 -0.170
C 1.135 0.399 0.498
C 0.749 1.145 -0.821
C 0.767 0.244 -2.044
H 0.142 -0.766 2.319
H 0.439 -1.821 0.873
H -1.354 -2.010 1.766
H -2.254 -0.474 1.560
H -1.919 -1.553 0.136
H -0.574 1.995 0.676
H 1.866 -0.363 0.307
H 1.512 1.141 1.225
H 1.226 2.128 -1.025
H 0.089 0.600 -2.827
H 1.774 0.148 -2.470
H 0.426 -0.750 -1.746
*
```

ΔE to the lowest compared entry with this formula, charge and spin = 3.4350 eV
HOMO-LUMO gap = 10.232 eV
LUMO energy = 0.037 Eh

Question: Among the records above, which one has the highest ΔE to the lowest compared entry with this formula, charge and spin?
Answer: C6H12O

Question: Which value of ΔE to the lowest compared entry with this formula, charge and spin does entry 2 give?
Answer: 2.2450 eV

Question: Among the records above, which one has the highest HOMO-LUMO gap?
Answer: C6H12O

Question: Look up the ΔE to the lowest compared entry with this formula, charge and spin of the first one.
Answer: 0.0000 eV